# 1
52
Properties=species:S:1:pos:R:3:forces:R:3 method="wB97M-V/def2-TZVPD" fmax_ev_per_a=0.77 de_lowest_kcal_mol=2.0 charge=+1 orbital_gap_ha=0.32729 e_tot_ha=-3421.35149 lumo_energy_ev=-2.707
Mg -1.4652 1.1635 -0.1442 0.335 0.167 -0.357
N -0.6301 -1.8472 -0.3674 0.094 0.160 0.100
P 0.5055 -0.5697 -0.0689 -0.293 -0.487 0.095
C 1.0044 -0.8561 1.6524 0.008 0.028 -0.097
C 2.2622 -0.4206 2.0675 0.022 0.027 0.048
C 2.6099 -0.4777 3.4077 -0.016 -0.018 0.017
C 1.7062 -0.9643 4.3431 -0.003 -0.006 -0.025
C 0.4553 -1.4024 3.9347 0.003 0.023 -0.061
C 0.1029 -1.3448 2.5928 -0.065 -0.042 0.023
C 1.9419 -1.0811 -1.0393 0.057 0.020 0.004
C 2.7543 -2.1419 -0.6337 0.047 0.024 -0.013
C 3.8179 -2.5410 -1.4260 0.005 0.040 -0.042
C 4.0834 -1.8803 -2.6210 0.010 -0.033 0.031
C 3.2799 -0.8280 -3.0312 -0.060 0.010 0.041
C 2.2093 -0.4319 -2.2406 -0.004 -0.053 -0.093
C -1.8763 -1.6951 -0.9414 0.104 0.157 -0.046
C -2.6151 -2.8336 -1.2931 0.047 -0.027 -0.015
C -3.8533 -2.6785 -1.8571 -0.117 -0.055 -0.053
C -4.3613 -1.3962 -2.0847 -0.008 -0.098 -0.013
C -3.5870 -0.3359 -1.7131 0.241 0.180 0.036
N -2.3625 -0.4579 -1.1437 -0.120 -0.268 0.136
H -0.3263 -2.8074 -0.2751 -0.013 0.037 0.022
H 2.9764 -0.0422 1.3457 -0.018 0.004 -0.002
H 3.5896 -0.1441 3.7231 -0.005 0.008 -0.001
H 1.9776 -1.0028 5.3896 0.002 0.000 -0.007
H -0.2513 -1.7832 4.6600 0.002 -0.003 -0.004
H -0.8794 -1.6849 2.2840 0.050 0.022 0.005
H 2.5734 -2.6409 0.3114 -0.024 0.009 -0.022
H 4.4473 -3.3618 -1.1091 0.000 0.001 -0.001
H 4.9207 -2.1894 -3.2327 -0.003 -0.003 0.005
H 3.4829 -0.3188 -3.9639 0.002 -0.003 0.004
H 1.5614 0.3690 -2.5749 -0.015 0.043 0.027
H -2.1966 -3.8159 -1.1197 -0.006 0.007 0.008
H -4.4323 -3.5514 -2.1296 0.005 0.011 0.002
H -5.3300 -1.2369 -2.5332 0.005 -0.008 -0.003
H -3.9307 0.6792 -1.8690 0.000 0.014 0.044
Cl -3.2764 0.1669 1.9817 -0.042 0.300 0.124
C -3.1336 1.9595 2.1983 0.041 -0.211 -0.215
Cl -4.2272 2.5411 3.3873 -0.046 0.009 0.054
Cl -3.5491 2.6778 0.5545 -0.098 -0.102 0.270
C -1.5940 2.2463 2.4993 0.073 -0.120 -0.758
O -1.2960 2.5924 3.6013 0.070 0.140 0.351
O -0.8684 2.0245 1.4603 -0.260 -0.001 0.526
N -0.6067 4.6745 -0.9990 -0.008 0.168 0.031
C -0.1319 3.5032 -1.3886 -0.073 -0.081 0.041
O -0.8548 2.4926 -1.4480 -0.034 -0.024 -0.138
C 1.3061 3.4282 -1.7846 0.104 0.139 -0.185
I 2.5264 3.0882 -0.0806 -0.008 -0.061 0.156
H -1.5576 4.7441 -0.6694 0.040 -0.021 0.022
H -0.0054 5.4778 -0.9159 -0.035 -0.004 0.020
H 1.6488 4.3488 -2.2484 0.030 -0.027 -0.007
H 1.4550 2.5864 -2.4476 -0.023 0.010 -0.081

# 2
21
Properties=species:S:1:pos:R:3:forces:R:3 method="wB97M-V/def2-TZVPD" fmax_ev_per_a=9.76 s_squared=3.79 charge=-1 orbital_gap_ha="0.15919 / 0.16018" e_tot_ha=-4465.38842 lumo_energy_ev="2.291 / 2.246" spin_multiplicity=4
V 0.1666 -0.5925 -0.2627 -3.086 0.720 -0.616
P -1.8190 -0.9506 -1.4721 -5.183 4.444 0.250
O -3.2360 -0.8026 -1.9559 0.366 -2.834 -1.431
O -1.1276 0.3897 -1.7531 6.302 1.463 -6.554
O -0.8415 -2.0999 -1.2438 1.314 -1.402 -0.914
O -1.8593 -0.2638 -0.0993 -0.267 -2.705 9.378
C 2.1121 -1.6540 -3.7604 -0.533 -0.226 -0.668
Cl 2.0811 -0.6556 -2.2779 0.655 -0.297 -0.164
Cl 0.7342 -1.2118 -4.7869 0.187 -0.100 0.014
H 3.0196 -1.4856 -4.3402 -0.033 0.467 0.419
H 2.0499 -2.7303 -3.5997 -0.208 0.303 0.694
C -1.1032 -0.6364 3.6370 -0.751 0.885 -0.703
Cl -1.0626 -1.6029 5.0879 0.024 -0.331 0.347
Cl 0.0868 -1.1720 2.4417 0.616 -0.270 0.309
H -2.0823 -0.6865 3.1606 0.143 -0.252 -0.008
H -0.9253 0.4032 3.9121 0.314 -0.228 -0.152
C 0.8736 3.2754 1.4209 -0.310 -0.274 1.008
Cl 0.7868 1.8266 0.4146 0.423 0.882 -0.824
Cl -0.3803 3.1188 2.7039 0.381 0.366 -0.094
H 1.8525 3.3326 1.8969 -0.216 -0.133 -0.024
H 0.6739 4.1982 0.8763 -0.138 -0.479 -0.267

# 3
59
Properties=species:S:1:pos:R:3:forces:R:3 method="wB97M-V/def2-TZVPD" fmax_ev_per_a=6.37 charge=-2 orbital_gap_ha=0.04888 e_tot_ha=-1019.65316 lumo_energy_ev=3.686
C -0.7568 3.5820 -0.7736 -0.699 0.308 -0.690
C 0.8090 3.4927 -0.2981 -0.361 -0.272 -0.498
C 1.0147 2.7305 1.1756 0.435 0.419 -1.486
C 1.4920 1.2032 0.8243 0.874 -0.433 -0.050
C 2.1614 0.3726 2.0658 0.686 0.584 0.176
C 1.3763 0.4755 3.4946 0.092 -0.553 0.648
C -0.2526 0.3697 3.4276 -0.139 -0.683 1.365
C -0.8546 -0.7125 2.3589 -1.661 1.003 -0.271
C -1.9235 0.1406 1.3960 1.625 0.108 -0.516
C -2.0070 -0.5603 -0.0835 0.109 0.347 0.085
C -3.4729 -0.4043 -0.8076 1.342 0.382 -0.130
C -3.1581 0.1533 -2.3509 -1.090 0.087 0.991
C -2.3812 -0.9568 -3.2823 -0.008 0.634 0.663
C -0.7679 -0.6788 -3.4441 0.726 -0.130 0.511
C 0.0477 -2.0195 -2.9483 0.405 -0.205 0.128
B 1.5562 -2.1335 -3.6407 -1.301 -0.565 0.487
B 2.9095 -2.1811 -2.6766 2.052 -0.406 1.377
C 3.3665 -0.7714 -1.9330 0.424 -0.464 0.308
O 3.7161 -3.4177 -2.4284 -2.222 1.895 1.834
H -1.4487 2.7205 -0.3588 1.623 1.649 -0.638
H -0.8622 3.5209 -1.9611 0.374 0.152 2.467
H -1.2601 4.6141 -0.4776 1.073 -2.138 -0.412
H 1.2657 4.5748 -0.3094 -0.900 -2.015 0.134
H 1.3814 2.8856 -1.1513 -1.105 1.239 1.996
H 1.8760 3.3252 1.7153 -1.647 -1.431 -0.821
H 0.0290 2.8170 1.8001 1.986 -0.340 -1.162
H 0.6573 0.5265 0.3344 1.337 1.682 1.060
H 2.3451 1.3029 -0.0050 -1.795 -0.101 1.697
H 3.2493 0.8291 2.2429 -2.145 -0.890 -0.391
H 2.3601 -0.7570 1.7373 -0.729 2.395 0.795
H 1.6302 1.4638 4.1054 -0.338 -1.733 -1.587
H 1.7828 -0.4191 4.1713 -1.208 1.547 -1.372
H -0.6089 0.0043 4.5069 0.926 0.593 -2.167
H -0.7517 1.4469 3.3044 1.058 -2.171 -0.119
H -1.5009 -1.5388 2.8783 1.746 1.321 -0.579
H -0.0663 -1.2552 1.6874 -1.297 1.175 1.333
H -1.4225 1.2102 1.2347 -1.291 -2.097 0.287
H -2.9566 0.3228 1.9201 1.879 -0.622 -1.036
H -1.6516 -1.6807 -0.0211 -0.881 2.134 -0.041
H -1.2085 -0.0020 -0.7695 -1.628 -1.218 1.454
H -4.0824 0.3934 -0.1667 1.113 -1.732 -1.622
H -4.0103 -1.4454 -0.7976 0.786 2.079 -0.176
H -4.1938 0.4412 -2.8230 1.958 -0.521 0.622
H -2.5536 1.1561 -2.1922 -1.058 -2.070 -0.558
H -2.5091 -1.9995 -2.7304 0.171 2.142 -1.412
H -2.8950 -0.9556 -4.3337 1.024 -0.254 1.952
H -0.4345 -0.4148 -4.5485 -0.936 -0.624 2.120
H -0.3695 0.2210 -2.7702 -1.170 -1.838 -1.439
H 0.2313 -2.0456 -1.7815 -0.933 0.244 -2.217
H -0.6137 -2.9575 -3.2241 1.410 1.705 0.454
H 1.7379 -2.2255 -4.8166 -0.418 0.239 -0.315
H 4.0577 -0.1781 -2.6827 -1.507 -0.901 1.396
H 2.3926 -0.1775 -1.6437 2.193 -0.826 -0.467
H 4.0480 -1.0157 -0.9900 -1.560 0.725 -1.765
H 3.6728 -3.5289 -1.4146 0.590 0.277 -2.191
C 0.0021 -2.4613 5.0560 -2.159 -0.368 0.569
O 1.2038 -2.3514 4.8676 4.982 0.565 -0.932
O -0.7749 -3.1061 4.3424 -1.872 -3.623 -4.893
O -0.6231 -1.9447 5.9892 -0.941 3.594 5.046